{
  "formula": "C6H15NO2S",
  "method": "ωB97M-V/def2-TZVPD",
  "max_force_ha_per_bohr": 0.098,
  "e_above_lowest_kcal_mol": 41.15,
  "total_charge": 0,
  "homo_ev": [-7.49, -10.13],
  "multiplicity": 3,
  "e_lumo_ev": [0.684, -2.090],
  "symbols": ["C", "C", "C", "C", "C", "C", "N", "O", "O", "S", "H", "H", "H", "H", "H", "H", "H", "H", "H", "H", "H", "H", "H", "H", "H"],
  "xyz": [[-1.03671, 0.31430, -1.85225], [-1.05676, 2.14660, -0.12299], [-1.81247, -0.24314, 0.45340], [2.55569, -1.80836, 0.30313], [0.50143, 0.13254, -0.18388], [-0.86584, 0.64154, -0.38847], [1.57011, 0.89744, 1.71089], [0.32422, -2.33499, -0.99051], [0.12519, -1.95496, 1.46712], [0.75525, -1.61587, 0.17292], [-0.82965, -0.67159, -2.13400], [-0.73126, 1.04998, -2.62339], [-2.05739, 0.31773, -1.99149], [-0.26530, 2.57657, -0.57874], [-1.97780, 2.43766, -0.75913], [-1.01482, 2.38315, 0.93307], [-2.70905, -0.24278, -0.17350], [-2.11654, 0.16654, 1.53672], [-1.54971, -1.27607, 0.60819], [2.75686, -2.90302, 0.58621], [2.94427, -1.38574, -0.52050], [2.99573, -1.09417, 1.09999], [1.47735, 0.42532, -0.71263], [1.06013, 0.31328, 2.34547], [0.95708, 1.72804, 1.81437]],
  "lowdin_charge": [-0.062, -0.025, -0.050, -0.144, -0.198, -0.630, 0.123, -0.316, -0.370, 0.622, 0.063, 0.116, 0.054, 0.035, 0.130, 0.073, 0.080, 0.139, 0.036, 0.108, -0.001, 0.082, 0.128, -0.008, 0.013]
}



{
  "formula": "CH2INO3P",
  "method": "ωB97M-V/def2-TZVPD",
  "max_force_ha_per_bohr": 0.084,
  "e_above_lowest_kcal_mol": 59.41,
  "total_charge": -1,
  "homo_ev": [-3.39, -3.37],
  "e_lumo_ev": [2.771, 2.776],
  "symbols": ["C", "N", "O", "O", "O", "P", "I", "H", "H"],
  "xyz": [[1.00884, 0.46563, -0.18980], [-0.89165, 0.79985, 1.92158], [2.43579, 1.09949, 1.98641], [-1.31083, 0.73888, 3.04214], [1.38064, -1.23425, 2.12544], [1.34947, 0.15937, 1.58861], [1.90339, -0.96210, -1.49656], [1.33787, 1.43875, -0.41530], [-0.22424, 0.45303, -0.10663]],
  "lowdin_charge": [-0.823, -0.151, -0.413, -0.170, -0.420, 0.319, 0.642, -0.035, 0.050]
}



{
  "formula": "C5H9NSe",
  "method": "ωB97M-V/def2-TZVPD",
  "max_force_ha_per_bohr": 0.117,
  "e_above_lowest_kcal_mol": 86.38,
  "total_charge": 0,
  "homo_ev": -9.24,
  "e_lumo_ev": -1.165,
  "symbols": ["C", "C", "C", "C", "C", "N", "Se", "H", "H", "H", "H", "H", "H", "H", "H", "H"],
  "xyz": [[-0.25869, 2.12068, 0.36191], [2.10762, -0.12348, 0.70912], [-2.95589, 0.84510, -0.81393], [0.72112, -0.79838, 0.89953], [-0.31302, -0.23855, -0.00114], [0.01295, 3.12684, 0.79378], [-2.08796, -0.49680, 0.50139], [2.89450, -0.66689, 1.32361], [2.27679, -0.22653, -0.31819], [2.24486, 1.00171, 0.94794], [-3.93404, 1.41007, -0.37592], [-2.12907, 1.54915, -0.98845], [-3.27537, 0.42767, -1.74902], [0.87244, -1.84826, 0.61483], [0.39042, -0.65941, 1.88150], [-0.15827, -0.44874, -1.05894]],
  "lowdin_charge": [-0.239, -0.104, -0.326, -0.341, -0.482, -0.029, 0.948, 0.093, 0.040, 0.099, 0.091, -0.030, -0.006, 0.131, 0.077, 0.079]
}



{
  "formula": "C24H16BrCl5HfNP",
  "method": "ωB97M-V/def2-TZVPD",
  "max_force_ha_per_bohr": 0.011,
  "e_above_lowest_kcal_mol": 0.00,
  "total_charge": 2,
  "homo_ev": -14.69,
  "e_lumo_ev": -7.469,
  "symbols": ["Hf", "Cl", "C", "C", "C", "Cl", "C", "Cl", "C", "Cl", "C", "Cl", "N", "C", "C", "C", "C", "C", "C", "P", "C", "C", "C", "C", "C", "C", "C", "C", "C", "C", "C", "C", "H", "H", "H", "H", "H", "H", "H", "H", "H", "H", "H", "H", "H", "H", "H", "H", "Br"],
  "xyz": [[0.10918, 2.16136, 0.03611], [-1.05650, 2.32642, 2.65395], [0.68693, 2.41024, 2.93622], [1.39806, 2.41174, 1.75759], [2.77176, 2.33109, 1.82626], [3.57054, 2.18512, 0.28797], [3.44180, 2.29185, 3.03996], [5.14305, 2.19065, 3.09618], [2.67791, 2.32143, 4.22466], [3.46827, 2.29717, 5.73129], [1.27158, 2.36742, 4.18820], [0.32937, 2.35114, 5.60671], [0.85235, 1.70465, -2.10402], [0.00992, 0.82488, -2.94234], [0.08554, 0.92123, -4.31836], [-0.69966, 0.08701, -5.10418], [-1.54641, -0.83866, -4.51518], [-1.61917, -0.93480, -3.13427], [-0.83901, -0.10375, -2.33555], [-0.93959, -0.14493, -0.53640], [0.66113, -0.75254, 0.06064], [1.69103, -1.19094, -0.78056], [2.90208, -1.58400, -0.23671], [3.09623, -1.54463, 1.14018], [2.07772, -1.12087, 1.98284], [0.86326, -0.71913, 1.44896], [-2.29456, -1.13769, 0.06303], [-3.54445, -0.53713, 0.22489], [-4.61328, -1.30602, 0.65193], [-4.43224, -2.65630, 0.92240], [-3.18512, -3.24967, 0.76629], [-2.10798, -2.49417, 0.33540], [1.80979, 1.34284, -2.10544], [0.90019, 2.61384, -2.57204], [0.74780, 1.64137, -4.78374], [-0.64848, 0.16695, -6.18114], [-2.15583, -1.48483, -5.13145], [-2.28962, -1.64824, -2.67158], [1.52930, -1.25593, -1.85061], [3.69370, -1.93725, -0.88348], [4.04346, -1.85991, 1.55671], [2.22387, -1.11390, 3.05496], [0.05276, -0.42512, 2.11068], [-3.68227, 0.51711, 0.01314], [-5.58676, -0.85293, 0.77816], [-5.26985, -3.25116, 1.26034], [-3.05295, -4.30101, 0.98134], [-1.13394, -2.95369, 0.21593], [-1.41091, 3.93367, -0.76587]],
  "lowdin_charge": [1.122, 0.708, -0.677, -0.436, -0.704, 0.728, -0.696, 0.767, -0.670, 0.785, -0.698, 0.776, -0.036, -0.306, 0.000, -0.019, -0.026, -0.036, -0.315, 0.993, -0.415, -0.076, -0.040, -0.025, -0.040, -0.117, -0.382, -0.081, -0.045, -0.030, -0.041, -0.070, 0.101, 0.106, 0.132, 0.129, 0.127, 0.120, 0.117, 0.126, 0.128, 0.128, 0.107, 0.110, 0.122, 0.124, 0.122, 0.117, 0.186]
}